No. 1
Formula: C29H24BGdN8O2S2
Source: the OMol25 dataset
Level of theory: the ωB97M-V functional and the def2-TZVPD basis

Atoms and positions in Å:
Gd: 15.362 10.039 10.857
S: 17.714 10.536 12.230
C: 18.189 10.112 10.665
N: 17.369 10.079 9.588
C: 18.048 9.791 8.425
C: 17.608 9.861 7.112
C: 18.517 9.542 6.091
C: 19.890 9.305 6.313
C: 20.323 9.299 7.623
C: 19.443 9.485 8.673
S: 19.887 9.751 10.285
H: 16.621 10.211 6.859
H: 18.216 9.601 5.066
H: 20.620 9.174 5.481
H: 21.370 9.101 7.821
B: 12.330 9.909 13.009
N: 13.133 11.214 12.996
C: 12.592 12.334 13.613
C: 13.399 13.433 13.330
C: 14.452 12.886 12.534
N: 14.313 11.550 12.358
N: 13.317 8.737 13.087
C: 13.059 7.640 13.825
C: 14.021 6.685 13.583
C: 14.926 7.299 12.705
N: 14.490 8.532 12.379
H: 11.569 9.863 13.993
H: 11.602 9.900 11.980
H: 11.719 12.252 14.284
H: 13.236 14.488 13.571
H: 15.276 13.472 12.155
H: 12.158 7.607 14.429
H: 14.104 5.733 14.109
H: 15.823 6.843 12.290
C: 7.335 7.367 10.371
O: 7.357 6.401 9.296
C: 8.099 6.705 8.205
C: 8.975 5.712 7.703
C: 9.809 6.032 6.645
C: 9.775 7.326 6.109
C: 8.734 8.213 6.481
C: 7.896 7.905 7.527
N: 10.892 7.738 5.399
N: 11.169 9.036 5.446
C: 12.219 9.556 6.185
C: 12.328 10.973 6.308
C: 12.826 11.541 7.473
C: 13.588 10.799 8.374
O: 14.227 11.332 9.376
C: 13.700 9.357 8.141
N: 14.590 8.649 8.980
C: 14.701 7.338 8.824
C: 14.110 6.657 7.739
C: 13.328 7.365 6.848
C: 13.050 8.721 7.066
H: 6.804 6.880 11.179
H: 6.768 8.260 10.097
H: 8.373 7.719 10.564
H: 9.003 4.799 8.244
H: 10.573 5.389 6.257
H: 8.614 9.150 5.945
H: 7.259 8.646 7.937
H: 11.796 11.532 5.490
H: 12.695 12.588 7.760
H: 15.414 6.844 9.504
H: 14.258 5.588 7.587
H: 12.950 6.997 5.913

Forces on atoms 1 to 2 (eV/Å):
Gd -0.56 1.32 -0.58
S -0.29 0.01 0.32

The spin multiplicity is 8. For the total energy, the calculation gives -3294.85300 a.u. As for the max |F|: 0.061 hartree/bohr. Its expectation value of S² is 15.945. The calculation puts the HOMO energy (alpha / beta) at -6.681 / -8.132 eV. The value obtained for the energy above the lowest of the compared OMol25 structures with the same formula, charge and spin is 66.4 kcal/mol. The value obtained for the lowest unoccupied orbital energy (alpha / beta) is -0.0278 / -0.0291 Ha.

Results of the Löwdin charge analysis, in e, for atoms 1 through 5:
1 Gd 1.5160
2 S 0.5325
3 C -1.1491
4 N -0.1550
5 C -0.2937

=====

No. 2
Formula: C29H24BGdN8O2S2
Source: the OMol25 dataset
Level of theory: the ωB97M-V functional and the def2-TZVPD basis

Atoms and positions in Å:
Gd: -2.233 1.336 1.903
S: -3.401 2.358 4.269
C: -2.939 3.673 3.344
N: -2.639 3.559 2.045
C: -2.305 4.805 1.436
C: -2.341 5.086 0.050
C: -2.463 6.394 -0.358
C: -2.676 7.438 0.530
C: -2.765 7.167 1.879
C: -2.527 5.861 2.329
S: -2.739 5.282 3.973
H: -2.258 4.270 -0.665
H: -2.426 6.625 -1.392
H: -2.919 8.464 0.233
H: -2.843 8.021 2.560
B: -0.423 -1.541 2.730
N: -1.888 -1.554 3.278
C: -2.358 -2.357 4.237
C: -3.761 -2.236 4.313
C: -4.094 -1.244 3.414
N: -2.934 -0.797 2.743
N: 0.303 -0.334 3.147
C: 1.603 -0.354 3.580
C: 2.007 0.935 3.827
C: 0.938 1.770 3.391
N: -0.098 1.001 3.067
H: 0.150 -2.522 3.199
H: -0.597 -1.665 1.589
H: -1.714 -3.006 4.831
H: -4.417 -2.822 4.968
H: -5.090 -0.871 3.203
H: 2.026 -1.323 3.815
H: 2.993 1.238 4.185
H: 0.875 2.835 3.597
C: 5.548 -6.483 -4.737
O: 5.607 -5.299 -3.934
C: 4.611 -4.327 -3.868
C: 4.960 -3.216 -3.027
C: 3.979 -2.312 -2.778
C: 2.657 -2.631 -3.133
C: 2.361 -3.614 -4.091
C: 3.359 -4.509 -4.488
N: 1.651 -1.933 -2.625
N: 0.448 -2.125 -3.067
C: -0.498 -1.307 -2.590
C: -1.809 -1.711 -2.580
C: -2.768 -1.079 -1.760
C: -2.324 -0.012 -0.925
O: -3.155 0.429 0.050
C: -1.008 0.599 -1.045
N: -0.638 1.581 -0.195
C: 0.527 2.181 -0.420
C: 1.328 1.857 -1.489
C: 0.989 0.790 -2.279
C: -0.168 0.031 -2.014
H: 6.523 -7.000 -4.582
H: 5.311 -6.290 -5.839
H: 4.937 -7.205 -4.285
H: 5.964 -3.137 -2.628
H: 4.061 -1.471 -2.121
H: 1.372 -3.668 -4.524
H: 3.163 -5.429 -5.095
H: -2.001 -2.547 -3.188
H: -3.743 -1.532 -1.631
H: 0.751 3.026 0.282
H: 2.229 2.471 -1.599
H: 1.732 0.380 -3.042

Forces on atoms 1 to 2 (eV/Å):
Gd 0.19 -1.59 -1.15
S -0.21 -0.57 0.37

The spin multiplicity is 8. For the total energy, the calculation gives -3294.94614 a.u. As for the max |F|: 0.099 hartree/bohr. Its expectation value of S² is 15.870. The calculation puts the HOMO energy (alpha / beta) at -6.852 / -6.865 eV. The value obtained for the energy above the lowest of the compared OMol25 structures with the same formula, charge and spin is 8.0 kcal/mol. The value obtained for the lowest unoccupied orbital energy (alpha / beta) is -0.0445 / -0.0237 Ha.

Results of the Löwdin charge analysis, in e, for atoms 1 through 5:
1 Gd 1.5514
2 S 0.5639
3 C -1.2182
4 N -0.2101
5 C -0.2671

=====

No. 3
Formula: C29H24BrN4O2SY
Source: the OMol25 dataset
Level of theory: the ωB97M-V functional and the def2-TZVPD basis

Atoms and positions in Å:
Y: -3.231 -9.497 13.937
O: -2.858 -11.562 14.539
C: -2.417 -12.109 15.603
C: -2.294 -13.537 15.571
C: -2.022 -14.259 16.731
C: -1.764 -13.532 17.947
C: -1.688 -12.160 17.904
C: -2.033 -11.409 16.778
C: -1.991 -9.974 16.884
N: -2.584 -9.078 16.085
C: -2.758 -7.740 16.698
C: -3.712 -6.945 15.848
N: -3.345 -7.124 14.441
C: -3.298 -6.082 13.642
C: -3.067 -6.161 12.201
C: -2.747 -4.981 11.461
C: -2.333 -5.035 10.157
C: -2.309 -6.279 9.485
C: -2.852 -7.402 10.119
C: -3.193 -7.376 11.486
O: -3.698 -8.437 12.078
H: -2.497 -13.964 14.617
H: -1.944 -15.343 16.685
H: -1.658 -14.104 18.899
H: -1.430 -11.607 18.815
H: -1.503 -9.569 17.753
H: -1.788 -7.240 16.756
H: -3.114 -7.909 17.723
H: -3.625 -5.867 16.116
H: -4.766 -7.212 15.986
H: -3.311 -5.106 14.124
H: -2.765 -4.030 11.986
H: -2.010 -4.145 9.646
H: -1.864 -6.332 8.513
H: -2.968 -8.343 9.533
Br: -9.393 -10.265 16.723
C: -7.873 -10.105 15.587
C: -7.666 -8.964 14.785
C: -6.502 -8.899 14.063
C: -5.541 -9.886 14.115
C: -5.858 -11.047 14.752
C: -6.944 -11.143 15.575
H: -8.398 -8.150 14.854
H: -6.370 -7.975 13.518
H: -5.237 -11.942 14.738
H: -7.030 -11.976 16.275
N: -2.565 -11.050 11.112
C: -1.413 -10.957 11.826
N: -1.133 -9.947 12.681
C: 0.087 -10.154 13.261
C: 0.791 -9.231 14.070
C: 2.162 -9.405 14.284
C: 2.789 -10.596 13.821
C: 2.146 -11.523 12.978
C: 0.798 -11.331 12.754
S: -0.173 -12.231 11.693
H: -3.085 -10.193 10.971
H: -2.669 -11.794 10.464
H: 0.300 -8.340 14.465
H: 2.800 -8.670 14.733
H: 3.841 -10.761 14.044
H: 2.736 -12.338 12.595

Forces on atoms 1 to 2 (eV/Å):
Y -0.67 0.42 -1.32
O 0.28 0.71 -0.42

The spin multiplicity is 1. For the total energy, the calculation gives -4499.64578 a.u. As for the max |F|: 0.060 hartree/bohr. The calculation puts the HOMO energy at -7.320 eV. The value obtained for the energy above the lowest of the compared OMol25 structures with the same formula, charge and spin is 0.0 kcal/mol. The value obtained for the lowest unoccupied orbital energy is -0.0133 Ha.

Results of the Löwdin charge analysis, in e, for atoms 1 through 5:
1 Y 1.4318
2 O -0.1920
3 C -0.3608
4 C -0.0034
5 C -0.0556

=====

- Among the records above, which one has the lowest spin multiplicity?
  C29H24BrN4O2SY

=====

Repeat the third record exactly.
Formula: C29H24BrN4O2SY
Source: the OMol25 dataset
Level of theory: the ωB97M-V functional and the def2-TZVPD basis

Atoms and positions in Å:
Y: -3.231 -9.497 13.937
O: -2.858 -11.562 14.539
C: -2.417 -12.109 15.603
C: -2.294 -13.537 15.571
C: -2.022 -14.259 16.731
C: -1.764 -13.532 17.947
C: -1.688 -12.160 17.904
C: -2.033 -11.409 16.778
C: -1.991 -9.974 16.884
N: -2.584 -9.078 16.085
C: -2.758 -7.740 16.698
C: -3.712 -6.945 15.848
N: -3.345 -7.124 14.441
C: -3.298 -6.082 13.642
C: -3.067 -6.161 12.201
C: -2.747 -4.981 11.461
C: -2.333 -5.035 10.157
C: -2.309 -6.279 9.485
C: -2.852 -7.402 10.119
C: -3.193 -7.376 11.486
O: -3.698 -8.437 12.078
H: -2.497 -13.964 14.617
H: -1.944 -15.343 16.685
H: -1.658 -14.104 18.899
H: -1.430 -11.607 18.815
H: -1.503 -9.569 17.753
H: -1.788 -7.240 16.756
H: -3.114 -7.909 17.723
H: -3.625 -5.867 16.116
H: -4.766 -7.212 15.986
H: -3.311 -5.106 14.124
H: -2.765 -4.030 11.986
H: -2.010 -4.145 9.646
H: -1.864 -6.332 8.513
H: -2.968 -8.343 9.533
Br: -9.393 -10.265 16.723
C: -7.873 -10.105 15.587
C: -7.666 -8.964 14.785
C: -6.502 -8.899 14.063
C: -5.541 -9.886 14.115
C: -5.858 -11.047 14.752
C: -6.944 -11.143 15.575
H: -8.398 -8.150 14.854
H: -6.370 -7.975 13.518
H: -5.237 -11.942 14.738
H: -7.030 -11.976 16.275
N: -2.565 -11.050 11.112
C: -1.413 -10.957 11.826
N: -1.133 -9.947 12.681
C: 0.087 -10.154 13.261
C: 0.791 -9.231 14.070
C: 2.162 -9.405 14.284
C: 2.789 -10.596 13.821
C: 2.146 -11.523 12.978
C: 0.798 -11.331 12.754
S: -0.173 -12.231 11.693
H: -3.085 -10.193 10.971
H: -2.669 -11.794 10.464
H: 0.300 -8.340 14.465
H: 2.800 -8.670 14.733
H: 3.841 -10.761 14.044
H: 2.736 -12.338 12.595

Forces on atoms 1 to 2 (eV/Å):
Y -0.67 0.42 -1.32
O 0.28 0.71 -0.42

The spin multiplicity is 1. For the total energy, the calculation gives -4499.64578 a.u. As for the max |F|: 0.060 hartree/bohr. The calculation puts the HOMO energy at -7.320 eV. The value obtained for the energy above the lowest of the compared OMol25 structures with the same formula, charge and spin is 0.0 kcal/mol. The value obtained for the lowest unoccupied orbital energy is -0.0133 Ha.

Results of the Löwdin charge analysis, in e, for atoms 1 through 5:
1 Y 1.4318
2 O -0.1920
3 C -0.3608
4 C -0.0034
5 C -0.0556